# 1
{"formula": "C19H19ClN2O6S", "method": "ωB97M-V/def2-TZVPD", "smiles": "COC(=O)c1cc2sc(Cl)cc2n1CC(=O)Nc1ccc(OC)c(OC)c1OC", "e_homo_ev": -8.105, "homo_lumo_gap_ev": 8.4, "de_lowest_kj_mol": 110.86, "total_charge": 0, "lumo_ev": 0.30, "elements": ["C", "O", "C", "O", "C", "C", "C", "S", "C", "Cl", "C", "C", "N", "C", "C", "O", "N", "C", "C", "C", "C", "O", "C", "C", "O", "C", "C", "O", "C", "H", "H", "H", "H", "H", "H", "H", "H", "H", "H", "H", "H", "H", "H", "H", "H", "H", "H", "H"], "coordinates": [[4.458, 2.899, 1.648], [4.072, 1.589, 1.263], [3.189, 1.511, 0.258], [2.753, 2.500, -0.308], [2.816, 0.141, -0.029], [3.063, -0.970, 0.778], [2.443, -2.043, 0.150], [2.162, -3.740, 0.359], [1.236, -3.756, -1.134], [0.535, -5.218, -1.663], [1.148, -2.553, -1.764], [1.840, -1.567, -1.028], [2.089, -0.245, -1.137], [1.580, 0.579, -2.203], [0.112, 0.912, -1.865], [-0.811, 0.296, -2.345], [0.009, 1.913, -0.972], [-1.188, 2.149, -0.254], [-1.814, 3.375, -0.296], [-3.000, 3.577, 0.388], [-3.572, 2.541, 1.111], [-4.729, 2.662, 1.825], [-5.378, 3.909, 1.853], [-2.942, 1.280, 1.166], [-3.464, 0.263, 1.939], [-4.761, -0.190, 1.598], [-1.732, 1.085, 0.491], [-0.957, -0.030, 0.523], [-1.511, -1.296, 0.808], [3.591, 3.464, 1.999], [5.183, 2.777, 2.448], [4.904, 3.429, 0.804], [3.609, -0.961, 1.699], [0.594, -2.385, -2.668], [1.612, 0.010, -3.135], [2.178, 1.486, -2.290], [0.857, 2.389, -0.678], [-1.375, 4.175, -0.871], [-3.469, 4.546, 0.348], [-4.737, 4.686, 2.281], [-6.249, 3.770, 2.491], [-5.706, 4.215, 0.854], [-4.813, -0.471, 0.541], [-5.521, 0.564, 1.808], [-4.935, -1.068, 2.217], [-0.710, -2.007, 0.604], [-1.822, -1.377, 1.850], [-2.356, -1.513, 0.150]]}

=====

# 2
{"formula": "C8H13N3", "method": "ωB97M-V/def2-TZVPD", "e_homo_ev": [-9.115, -8.977], "homo_lumo_gap_ev": [8.5, 8.4], "de_lowest_kj_mol": 718.88, "total_charge": 0, "lumo_ev": [-0.58, -0.57], "elements": ["C", "C", "C", "C", "C", "C", "C", "C", "N", "N", "N", "H", "H", "H", "H", "H", "H", "H", "H", "H", "H", "H", "H", "H"], "coordinates": [[-2.771, -1.329, -0.151], [-3.675, -1.011, 0.834], [-2.669, -0.077, -0.741], [1.035, -1.735, -1.331], [0.732, -1.179, 0.077], [2.792, 0.405, -0.002], [-3.235, 2.258, -0.245], [1.988, -0.525, 0.874], [-4.046, 0.248, 0.784], [-3.353, 0.843, -0.094], [0.301, -0.526, -1.116], [-2.171, -2.299, -0.180], [-4.037, -1.699, 1.652], [2.069, -1.694, -1.585], [0.470, -2.585, -1.646], [-0.072, -1.591, 0.705], [3.019, 1.263, 0.494], [2.055, 0.603, -0.818], [3.651, -0.080, -0.541], [-4.146, 2.750, -0.716], [-3.071, 2.756, 0.714], [-2.373, 2.350, -0.936], [1.600, 0.047, 1.731], [2.578, -1.330, 1.307]]}

=====

# 3
{"formula": "C15H29F2NNiO20P3S2", "method": "ωB97M-V/def2-TZVPD", "spin_multiplicity": 4, "e_homo_ev": [1.361, -1.665], "homo_lumo_gap_ev": [1.9, 4.9], "total_charge": -2, "s_squared": 3.7550, "lumo_ev": [3.23, 3.23], "elements": ["Ni", "N", "S", "O", "O", "F", "S", "O", "O", "F", "C", "C", "C", "O", "C", "C", "C", "O", "O", "O", "H", "H", "C", "O", "P", "O", "O", "C", "O", "C", "H", "H", "H", "H", "H", "H", "H", "H", "H", "C", "O", "P", "O", "O", "C", "O", "C", "H", "H", "H", "H", "H", "H", "H", "H", "H", "C", "O", "P", "O", "O", "C", "O", "C", "H", "H", "H", "H", "H", "H", "H", "H", "H"], "coordinates": [[-1.260, 0.398, 0.320], [-2.684, 0.191, 1.731], [-2.929, -0.648, 2.942], [-3.128, -2.058, 2.663], [-3.429, -0.053, 4.131], [-1.362, -0.789, 3.337], [-4.371, 0.384, 1.551], [-5.089, 1.394, 2.346], [-4.992, -0.852, 1.068], [-4.258, 1.090, 0.076], [-2.508, 0.755, -3.616], [-2.204, 0.846, -2.204], [-1.879, 2.317, -1.711], [-1.502, 2.359, -0.513], [-1.842, 3.428, -2.661], [-2.118, 3.137, -3.982], [-2.448, 1.772, -4.521], [-2.683, 1.456, -5.763], [-2.211, 4.199, -4.756], [-2.081, -0.113, -1.414], [-2.936, -0.229, -3.740], [-1.712, 4.491, -2.519], [-2.948, -3.063, -0.614], [-1.910, -3.593, 0.142], [-0.506, -2.862, 0.103], [-0.515, -1.480, 0.483], [0.497, -3.810, 0.960], [1.829, -3.408, 1.021], [-0.181, -3.078, -1.452], [0.310, -4.370, -1.952], [-3.424, -3.965, -0.998], [-2.693, -2.404, -1.444], [-3.490, -2.547, 0.179], [2.194, -2.683, 0.293], [2.495, -4.261, 0.891], [2.027, -2.994, 2.009], [-0.156, -4.570, -2.916], [0.019, -5.248, -1.375], [1.394, -4.479, -1.984], [0.804, -0.629, -3.837], [1.705, 0.236, -3.202], [1.921, 0.257, -1.536], [0.607, 0.508, -0.810], [2.758, -1.114, -1.281], [3.828, -1.521, -2.121], [3.073, 1.427, -1.323], [3.592, 1.671, -0.016], [0.239, -0.007, -4.531], [0.060, -1.176, -3.258], [1.473, -1.243, -4.441], [4.430, -2.305, -1.660], [4.415, -0.676, -2.479], [3.358, -1.931, -3.014], [3.128, 2.513, 0.498], [4.651, 1.925, -0.049], [3.422, 0.785, 0.595], [0.781, 2.300, 5.432], [0.177, 1.659, 4.376], [0.669, 1.868, 2.800], [0.118, 0.930, 1.843], [0.385, 3.454, 2.527], [0.511, 3.933, 1.151], [2.299, 1.759, 3.073], [2.902, 0.628, 3.675], [-0.019, 2.593, 6.112], [1.527, 3.080, 5.282], [1.256, 1.515, 6.020], [-0.414, 4.341, 0.745], [0.757, 3.044, 0.569], [1.192, 4.773, 1.012], [2.105, -0.027, 4.028], [3.394, 0.746, 4.640], [3.581, 0.025, 3.073]]}

=====

# 4
{"formula": "C3H3O3", "method": "ωB97M-V/def2-TZVPD", "e_homo_ev": -14.722, "homo_lumo_gap_ev": 9.4, "de_lowest_kj_mol": 147.54, "total_charge": 1, "lumo_ev": -5.32, "elements": ["C", "C", "C", "O", "O", "O", "H", "H", "H"], "coordinates": [[1.024, 1.716, -1.039], [-0.004, 0.999, -0.678], [-0.681, -1.091, 0.629], [1.858, 2.271, -1.552], [-0.329, -2.140, 1.275], [0.124, -0.302, 0.044], [-0.929, 1.640, -0.585], [-1.685, -0.921, 0.479], [0.621, -2.172, 1.427]]}

=====

# 5
{"formula": "C2N2O3", "method": "ωB97M-V/def2-TZVPD", "smiles": "N#CN=O.O=C=O", "e_homo_ev": [-10.490, -10.476], "homo_lumo_gap_ev": [8.2, 8.2], "de_lowest_kj_mol": 44.54, "total_charge": 0, "lumo_ev": [-2.33, -2.32], "elements": ["N", "C", "N", "O", "O", "C", "O"], "coordinates": [[-1.955, -1.423, 0.254], [-1.642, -0.329, 0.110], [-1.664, 0.930, -0.217], [-0.881, 1.833, -0.322], [1.617, -1.017, -0.778], [2.075, -0.330, 0.061], [2.450, 0.335, 0.891]]}

=====

# 6
{"formula": "FHN2O3", "method": "ωB97M-V/def2-TZVPD", "smiles": "O=[N+]([O-])N(O)F", "e_homo_ev": -11.052, "homo_lumo_gap_ev": 10.8, "de_lowest_kj_mol": 225.92, "total_charge": 0, "lumo_ev": -0.24, "elements": ["O", "N", "O", "N", "O", "F", "H"], "coordinates": [[-0.230, -1.751, 0.052], [0.604, -0.945, -0.014], [1.777, -0.928, 0.161], [0.067, 0.403, -0.457], [-1.474, 0.506, -0.057], [0.762, 1.316, 0.172], [-1.507, 1.398, 0.143]]}

=====

# 7
{"formula": "C3H2NO2S", "method": "ωB97M-V/def2-TZVPD", "e_homo_ev": -4.128, "homo_lumo_gap_ev": 7.4, "de_lowest_kj_mol": 316.66, "total_charge": -1, "lumo_ev": 3.29, "elements": ["C", "C", "C", "N", "O", "O", "S", "H", "H"], "coordinates": [[-1.151, 0.634, 0.714], [-2.205, -1.490, 1.082], [0.708, -0.498, -0.450], [-2.188, -0.003, 0.677], [-1.576, -2.195, 0.306], [-2.854, -1.687, 2.091], [0.503, -0.165, 1.138], [-1.007, 1.650, 0.366], [1.546, -1.210, -0.560]]}